Formula: C30H27CsN3O8PSSe
Source: the Open Molecules 2025 dataset
Level of theory: ωB97M-V/def2-TZVPD

Output
- Energy relative to the best compared isomer or geometry (same formula, charge and spin): 48.2 kcal per mole
- Kohn-Sham gap: 6.0269 eV
- Total charge: -2

Structure (XYZ):
```
72
C30H27CsN3O8PSSe ωB97M-V/def2-TZVPD
Cs -2.44 0.71 1.11
O 1.07 2.78 0.52
C 0.91 4.04 1.10
C 0.85 3.96 2.63
N -0.27 3.16 3.09
C -1.45 3.92 3.34
C -2.19 4.31 1.99
O -2.58 5.48 1.90
O -2.29 3.39 1.16
C 0.06 2.15 4.07
C -1.15 1.21 4.40
O -1.38 1.04 5.61
O -1.75 0.70 3.43
H 0.34 2.25 0.87
H 0.01 4.53 0.71
H 1.79 4.62 0.82
H 0.79 4.98 3.03
H 1.78 3.49 2.97
H -1.25 4.86 3.89
H -2.15 3.32 3.93
H 0.40 2.59 5.02
H 0.86 1.52 3.67
O -2.44 -1.89 -1.02
S -3.45 -0.97 -1.59
O -4.42 -1.64 -2.44
O -4.03 -0.09 -0.59
C -2.47 0.11 -2.65
C -3.13 1.08 -3.36
C -2.42 1.96 -4.16
C -1.04 1.83 -4.23
C -0.38 0.86 -3.50
C -1.09 -0.02 -2.67
P -0.31 -1.36 -1.67
C 1.46 -0.94 -2.04
C 2.39 -1.80 -2.61
C 3.72 -1.44 -2.69
C 4.15 -0.22 -2.19
C 3.25 0.62 -1.55
C 1.92 0.25 -1.47
C -0.54 -2.67 -2.95
C -1.09 -3.89 -2.58
C -1.31 -4.88 -3.52
C -0.97 -4.67 -4.85
C -0.41 -3.46 -5.22
C -0.20 -2.46 -4.28
H -4.21 1.13 -3.28
H -2.93 2.73 -4.73
H -0.47 2.51 -4.85
H 0.70 0.80 -3.56
H 2.08 -2.75 -3.01
H 4.43 -2.11 -3.16
H 5.19 0.07 -2.29
H 3.58 1.55 -1.12
H 1.22 0.92 -0.97
H -1.36 -4.04 -1.55
H -1.76 -5.82 -3.23
H -1.14 -5.44 -5.59
H -0.15 -3.29 -6.26
H 0.24 -1.52 -4.59
Se 2.92 -0.67 1.57
N 1.23 -0.89 1.97
C 1.14 -1.58 3.10
C -0.06 -1.92 3.75
C 0.00 -2.62 4.92
C 1.23 -3.03 5.47
C 2.42 -2.73 4.87
C 2.41 -1.98 3.67
N 3.48 -1.58 2.99
H -1.00 -1.57 3.33
H -0.92 -2.86 5.45
H 1.23 -3.60 6.39
H 3.37 -3.04 5.29
```